{
  "formula": "C17H25F3N4O3",
  "method": "ωB97M-V with the def2-TZVPD basis set",
  "elements": ["C", "C", "C", "N", "C", "O", "C", "C", "N", "N", "C", "C", "C", "N", "C", "C", "C", "C", "F", "F", "F", "C", "C", "C", "O", "O", "C", "H", "H", "H", "H", "H", "H", "H", "H", "H", "H", "H", "H", "H", "H", "H", "H", "H", "H", "H", "H", "H", "H", "H", "H", "H"],
  "positions_angstrom": [[2.49096, 0.33862, -3.91584], [3.47259, 0.86381, -2.87625], [2.85257, 1.91064, -1.95646], [1.77976, 1.38198, -1.13194], [0.47309, 1.62063, -1.39247], [0.07919, 2.24550, -2.35659], [-0.54070, 1.04994, -0.38645], [-1.17697, 2.16418, 0.39498], [-0.54734, 3.30047, 0.63885], [-1.40428, 4.00776, 1.38245], [-2.56127, 3.34719, 1.61969], [-2.45798, 2.12970, 0.99574], [-3.44910, 1.01378, 0.93762], [-0.11543, 0.00313, 0.54117], [0.69641, 0.36042, 1.68841], [0.33853, -0.51047, 2.88472], [0.54146, -1.97650, 2.51285], [0.15473, -2.89434, 3.64739], [-1.14892, -2.78819, 3.97008], [0.37914, -4.18766, 3.34388], [0.85819, -2.62706, 4.76462], [-0.22524, -2.33074, 1.24014], [0.14371, -1.36480, 0.11432], [-0.52474, -1.70855, -1.21136], [-0.30092, -1.13071, -2.24195], [-1.38150, -2.73017, -1.11478], [-2.01398, -3.10376, -2.34822], [2.95912, -0.41453, -4.55137], [1.61777, -0.10879, -3.44146], [2.13474, 1.14974, -4.55290], [3.85699, 0.03747, -2.26863], [4.33975, 1.31505, -3.36683], [3.61293, 2.33783, -1.29903], [2.42309, 2.72102, -2.54526], [2.01627, 0.87604, -0.29860], [-1.32312, 0.63468, -1.02090], [-1.15256, 4.93598, 1.66891], [-3.35854, 3.78757, 2.19527], [-4.35359, 1.26042, 1.49240], [-3.73962, 0.79903, -0.09315], [-3.03176, 0.09644, 1.35781], [1.77763, 0.22482, 1.48921], [0.54426, 1.41167, 1.92140], [0.95899, -0.24502, 3.74190], [-0.70647, -0.33489, 3.15058], [1.61025, -2.15633, 2.34902], [-0.00387, -3.35402, 0.93813], [-1.29870, -2.26047, 1.42340], [1.22191, -1.49327, -0.10599], [-2.66576, -3.93548, -2.10205], [-2.58580, -2.26795, -2.74638], [-1.26589, -3.40179, -3.08010]],
  "mulliken_charge": [-0.8506, -0.3475, -0.9842, 0.1847, -0.1526, -0.7030, 0.9446, -0.1184, -0.5854, -0.1288, -0.8699, 0.1874, -1.1197, 0.7817, -1.0559, -1.0734, 0.3496, 0.7050, -0.2787, -0.2865, -0.2873, -1.1835, 0.5621, -0.1039, -0.6042, -0.3398, -0.7236, 0.3904, 0.0474, 0.2939, 0.2684, 0.3340, 0.4115, 0.3997, 0.0746, 0.6605, 0.1749, 0.5015, 0.3997, 0.2583, 0.1273, 0.5143, 0.3471, 0.3898, 0.3677, 0.1321, 0.4392, 0.2822, 0.4016, 0.2447, 0.3071, 0.3140],
  "de_lowest_kj_mol": 44.4,
  "smiles": "CCCNC(=O)[C@H](c1n[nH]cc1C)N1CC[C@@H](C(F)(F)F)C[C@H]1C(=O)OC",
  "e_tot_ha": -1407.186735,
  "homo_lumo_gap_ev": 9.182
}